ORCA calculation (the ωB97M-V functional and the def2-TZVPD basis) on an isolated ion of composition C4H10NO and charge -2.

Total charge: -2
Lowest unoccupied orbital energy (spin up / spin down), eV: 7.158 / 6.933
Relative energy (zero: lowest compared OMol25 entry of this formula, charge and spin), kJ/mol: 302.3
Multiplicity: 2
E_HOMO (spin up / spin down), eV: 4.61 / 0.27
Frontier orbital gap (spin up / spin down), eV: 2.5521 / 6.6593

Bonds (Å) are listed after each position.
Geometry (Å):
1 O -0.253 1.763 -1.374  C6 1.380
2 N -0.422 -1.491 0.581  C3 1.728, C4 1.402, H7 1.041
3 C 0.049 0.143 0.889  N2 1.728, C5 1.525, H10 1.088, H12 1.139
4 C -1.635 -1.652 -0.104  N2 1.402, H9 1.141, H13 1.196, H14 1.066
5 C 1.327 0.573 0.178  C3 1.525, C6 1.531, H8 1.039, H16 1.084
6 C 0.946 1.775 -0.691  O1 1.380, C5 1.531, H11 1.174, H15 1.185
7 H 0.230 -2.209 0.202  N2 1.041
8 H 1.436 -0.259 -0.435  C5 1.039
9 H -1.575 -1.144 -1.124  C4 1.141
10 H -0.074 0.185 1.969  C3 1.088
11 H 1.132 2.588 0.134  C6 1.174
12 H -0.897 0.637 0.492  C3 1.139
13 H -2.283 -0.706 0.237  C4 1.196
14 H -2.006 -2.649 -0.162  C4 1.066
15 H 1.769 1.968 -1.522  C6 1.185
16 H 2.256 0.479 0.730  C5 1.084

How positive or negative is each atom? The Löwdin charges in e answer that:
1 O -0.4011
2 N -0.1913
3 C -0.1511
4 C -0.7426
5 C -0.2804
6 C -0.5690
7 H 0.0005
8 H 0.0468
9 H 0.0195
10 H 0.0564
11 H 0.0653
12 H 0.0797
13 H 0.0505
14 H -0.1364
15 H 0.0753
16 H 0.0778

ORCA calculation (the ωB97M-V functional and the def2-TZVPD basis) on a 2-piece molecular cluster, C4H10NO overall.

Lowest unoccupied orbital energy (spin up / spin down), eV: 0.664 / 0.608
Relative energy (zero: lowest compared OMol25 entry of this formula, charge and spin), kJ/mol: 361.5
Multiplicity: 2
E_HOMO (spin up / spin down), eV: -3.73 / -8.88
Frontier orbital gap (spin up / spin down), eV: 4.3901 / 9.4917

Bonds (Å) are listed after each position.
Geometry (Å):
1 O 0.360 -0.266 3.380  C5 1.385, H9 0.966
2 N -0.038 0.229 -2.567  C3 1.498, H7 1.026, H8 1.000, H14 1.060
3 C 0.245 -0.384 -1.230  N2 1.498, C6 1.332, H10 1.064
4 C -0.298 1.156 1.562  C5 1.354, H11 1.069, H13 1.079
5 C 0.511 0.205 2.086  O1 1.385, C4 1.354, H15 1.087
6 C -0.630 -1.253 -0.727  C3 1.332, H12 1.088, H16 1.090
7 H 0.841 0.380 -3.075  N2 1.026
8 H -0.636 -0.357 -3.113  N2 1.000
9 H 1.166 -0.722 3.654  O1 0.966
10 H 1.048 0.156 -0.788  C3 1.064
11 H 0.007 1.789 0.757  C4 1.069
12 H -1.551 -1.504 -1.250  C6 1.088
13 H -1.308 1.264 1.925  C4 1.079
14 H -0.497 1.178 -2.463  N2 1.060
15 H 1.286 -0.322 1.535  C5 1.087
16 H -0.505 -1.549 0.314  C6 1.090

How positive or negative is each atom? The Löwdin charges in e answer that:
1 O -0.0218
2 N 0.0039
3 C -0.2960
4 C -0.0050
5 C -0.2747
6 C -0.0082
7 H 0.0550
8 H 0.0624
9 H 0.0954
10 H 0.0635
11 H 0.0321
12 H 0.0525
13 H 0.0621
14 H 0.0275
15 H 0.1006
16 H 0.0506

ORCA calculation (the ωB97M-V functional and the def2-TZVPD basis) on a 2-piece molecular cluster, C4H10NO overall.

Lowest unoccupied orbital energy (spin up / spin down), eV: 0.730 / 0.722
Relative energy (zero: lowest compared OMol25 entry of this formula, charge and spin), kJ/mol: 44.7
Multiplicity: 2
E_HOMO (spin up / spin down), eV: -5.86 / -8.26
Frontier orbital gap (spin up / spin down), eV: 6.5883 / 8.9842

Bonds (Å) are listed after each position.
Geometry (Å):
1 O 2.749 0.436 -1.065  H12 0.963, H15 0.970
2 N -0.881 1.357 -0.247  C5 1.393, C6 1.369, H9 1.003
3 C 0.225 -0.603 0.604  C4 1.531, C5 1.334, H13 1.076
4 C 0.086 -1.992 1.233  C3 1.531, H7 1.089, H10 1.084, H16 1.095
5 C -0.862 0.021 0.147  N2 1.393, C3 1.334, H14 1.086
6 C -2.027 2.025 -0.587  N2 1.369, H8 1.079, H11 1.074
7 H -0.724 -1.943 1.959  C4 1.089
8 H -2.976 1.511 -0.595  C6 1.079
9 H 0.009 1.812 -0.334  N2 1.003
10 H 1.039 -2.320 1.633  C4 1.084
11 H -1.971 2.934 -1.156  C6 1.074
12 H 3.101 0.499 -1.959  O1 0.963
13 H 1.185 -0.117 0.621  C3 1.076
14 H -1.828 -0.452 -0.002  C5 1.086
15 H 3.054 -0.424 -0.736  O1 0.970
16 H -0.180 -2.745 0.483  C4 1.095

How positive or negative is each atom? The Löwdin charges in e answer that:
1 O -0.0664
2 N -0.0875
3 C -0.1591
4 C -0.1134
5 C -0.1662
6 C -0.0571
7 H 0.0661
8 H 0.0352
9 H 0.1267
10 H 0.0573
11 H 0.0288
12 H 0.0383
13 H 0.0669
14 H 0.1220
15 H 0.0431
16 H 0.0654

ORCA calculation (the ωB97M-V functional and the def2-TZVPD basis) on a 2-piece molecular cluster, C4H10NO overall.

Total charge: +1
Lowest unoccupied orbital energy, eV: -5.812
Relative energy (zero: lowest compared OMol25 entry of this formula, charge and spin), kJ/mol: 293.1
Multiplicity: 1
E_HOMO, eV: -13.65
Frontier orbital gap, eV: 7.8354

Bonds (Å) are listed after each position.
Geometry (Å):
1 O 0.651 0.927 2.372  H9 0.970, H16 0.966
2 N -0.976 -0.336 0.222  C4 1.291, C5 1.406, H15 1.024
3 C -0.920 0.968 -1.762  C5 1.349, H11 1.087, H12 1.084
4 C -0.736 -1.410 0.897  N2 1.291, H7 1.086, H8 1.079
5 C -0.303 0.102 -0.932  N2 1.406, C3 1.349, C6 1.506
6 C 1.130 -0.334 -1.090  C5 1.506, H10 1.090, H13 1.086, H14 1.092
7 H -0.456 -2.248 0.265  C4 1.086
8 H -1.036 -1.357 1.932  C4 1.079
9 H 1.038 0.550 3.178  O1 0.970
10 H 1.568 -0.758 -0.187  C6 1.090
11 H -1.652 1.702 -1.436  C3 1.087
12 H -0.825 0.777 -2.825  C3 1.084
13 H 1.781 0.530 -1.180  C6 1.086
14 H 1.237 -0.926 -2.001  C6 1.092
15 H -1.810 0.222 0.425  N2 1.024
16 H 1.309 1.589 2.121  O1 0.966

How positive or negative is each atom? The Löwdin charges in e answer that:
1 O -0.0590
2 N 0.0483
3 C 0.1499
4 C 0.1798
5 C -0.3267
6 C -0.0223
7 H 0.1409
8 H 0.1237
9 H 0.0593
10 H 0.0825
11 H 0.0887
12 H 0.0979
13 H 0.0932
14 H 0.1027
15 H 0.1873
16 H 0.0539

ORCA calculation (the ωB97M-V functional and the def2-TZVPD basis) on a 2-piece molecular cluster, C4H10NO overall.

Total charge: +1
Lowest unoccupied orbital energy, eV: -4.997
Relative energy (zero: lowest compared OMol25 entry of this formula, charge and spin), kJ/mol: 205.4
Multiplicity: 1
E_HOMO, eV: -14.35
Frontier orbital gap, eV: 9.3555

Bonds (Å) are listed after each position.
Geometry (Å):
1 O -0.240 0.895 -2.772  H13 0.966, H14 0.976
2 N -0.746 -0.135 -0.061  C3 1.284, C4 1.469, H9 1.018
3 C -1.622 0.730 0.302  N2 1.284, H7 1.078, H15 1.092
4 C 0.430 -0.600 0.687  N2 1.469, C5 1.337, C6 1.484
5 C 0.458 -1.936 0.729  C4 1.337, H10 1.090, H11 1.080
6 C 1.219 0.443 1.390  C4 1.484, H8 1.115, H12 1.081, H16 1.090
7 H -2.658 0.750 0.004  C3 1.078
8 H 1.015 1.463 0.989  C6 1.115
9 H -1.060 -0.750 -0.808  N2 1.018
10 H -0.027 -2.476 -0.084  C5 1.090
11 H 0.892 -2.502 1.541  C5 1.080
12 H 2.276 0.222 1.337  C6 1.081
13 H 0.336 0.207 -3.130  O1 0.966
14 H -0.075 1.568 -3.460  O1 0.976
15 H -1.170 1.529 0.894  C3 1.092
16 H 0.974 0.593 2.441  C6 1.090

How positive or negative is each atom? The Löwdin charges in e answer that:
1 O -0.0702
2 N 0.0581
3 C 0.1898
4 C -0.2957
5 C 0.1397
6 C -0.0219
7 H 0.1298
8 H 0.0995
9 H 0.1583
10 H 0.0889
11 H 0.0979
12 H 0.0961
13 H 0.0448
14 H 0.0649
15 H 0.1195
16 H 0.1006

ORCA calculation (the ωB97M-V functional and the def2-TZVPD basis) on an isolated ion of composition C4H10NO and charge +1.

Total charge: +1
Lowest unoccupied orbital energy, eV: -3.912
Relative energy (zero: lowest compared OMol25 entry of this formula, charge and spin), kJ/mol: 200.2
Multiplicity: 1
SMILES: CC[NH2+]CC=O
E_HOMO, eV: -14.77
Frontier orbital gap, eV: 10.8608

Bonds (Å) are listed after each position.
Geometry (Å):
1 O 1.033 0.355 -2.941  C3 1.198
2 N -0.355 0.678 -0.406  C4 1.601, C6 1.482, H10 1.126, H14 1.035
3 C 1.622 0.506 -1.909  O1 1.198, C6 1.564, H7 1.124
4 C -1.307 0.005 0.692  N2 1.601, C5 1.504, H8 1.108, H11 1.066
5 C -0.568 -0.788 1.734  C4 1.504, H12 1.167, H13 1.004, H15 1.161
6 C 0.956 0.009 -0.584  N2 1.482, C3 1.564, H9 1.153, H16 1.184
7 H 2.639 0.978 -1.834  C3 1.124
8 H -1.854 0.872 1.114  C4 1.108
9 H 1.678 0.079 0.312  C6 1.153
10 H -0.922 0.495 -1.361  N2 1.126
11 H -2.023 -0.442 0.041  C4 1.066
12 H -0.078 -1.783 1.374  C5 1.167
13 H -0.036 -0.220 2.368  C5 1.004
14 H -0.200 1.697 -0.315  N2 1.035
15 H -1.445 -1.268 2.325  C5 1.161
16 H 0.862 -1.171 -0.611  C6 1.184

How positive or negative is each atom? The Löwdin charges in e answer that:
1 O 0.0968
2 N 0.0292
3 C -0.2133
4 C -0.1309
5 C -0.0801
6 C -0.1408
7 H 0.1449
8 H 0.1381
9 H 0.1551
10 H 0.2310
11 H 0.1132
12 H 0.1255
13 H 0.0376
14 H 0.1857
15 H 0.1352
16 H 0.1729

ORCA calculation (the ωB97M-V functional and the def2-TZVPD basis) on a 2-piece molecular cluster, C4H10NO overall.

Total charge: +1
Lowest unoccupied orbital energy, eV: -4.764
Relative energy (zero: lowest compared OMol25 entry of this formula, charge and spin), kJ/mol: 146.0
Multiplicity: 1
E_HOMO, eV: -14.06
Frontier orbital gap, eV: 9.2951

Bonds (Å) are listed after each position.
Geometry (Å):
1 O 0.604 1.935 1.437  C3 1.204
2 N -1.369 -0.121 -0.961  C5 1.266, C6 1.481, H9 1.018
3 C 1.709 1.535 1.701  O1 1.204, H10 1.099, H16 1.101
4 C 0.576 -1.566 -0.567  C6 1.520, H7 1.089, H12 1.091, H15 1.085
5 C -1.427 1.139 -0.852  N2 1.266, H11 1.084, H13 1.086
6 C -0.724 -1.032 0.012  N2 1.481, C4 1.520, H8 1.088, H14 1.087
7 H 1.315 -0.770 -0.633  C4 1.089
8 H -1.437 -1.829 0.213  C6 1.088
9 H -1.666 -0.533 -1.843  N2 1.018
10 H 1.961 1.154 2.701  C3 1.099
11 H -1.875 1.718 -1.651  C5 1.084
12 H 0.425 -1.992 -1.559  C4 1.091
13 H -1.014 1.612 0.033  C5 1.086
14 H -0.572 -0.451 0.918  C6 1.087
15 H 0.964 -2.347 0.079  C4 1.085
16 H 2.532 1.549 0.970  C3 1.101

How positive or negative is each atom? The Löwdin charges in e answer that:
1 O -0.0318
2 N 0.0508
3 C -0.0985
4 C -0.0517
5 C 0.1965
6 C -0.1724
7 H 0.0789
8 H 0.1361
9 H 0.1818
10 H 0.0951
11 H 0.1324
12 H 0.0885
13 H 0.0951
14 H 0.1147
15 H 0.0928
16 H 0.0919

ORCA calculation (the ωB97M-V functional and the def2-TZVPD basis) on a 2-piece molecular cluster, C4H10NO overall.

Total charge: +1
Lowest unoccupied orbital energy, eV: -5.290
Relative energy (zero: lowest compared OMol25 entry of this formula, charge and spin), kJ/mol: 218.3
Multiplicity: 1
E_HOMO, eV: -14.52
Frontier orbital gap, eV: 9.2294

Bonds (Å) are listed after each position.
Geometry (Å):
1 O 3.193 1.248 0.646  H7 0.964, H10 0.968
2 N 0.332 0.147 -0.002  C4 1.276, C6 1.447, H8 1.028
3 C -1.177 -1.319 1.097  C6 1.337, H14 1.083, H15 1.082
4 C 0.643 0.085 -1.238  N2 1.276, H11 1.086, H16 1.085
5 C -2.124 0.281 -0.493  C6 1.518, H9 1.078, H12 1.094, H13 1.090
6 C -1.011 -0.168 0.437  N2 1.447, C3 1.337, C5 1.518
7 H 3.020 1.091 1.582  O1 0.964
8 H 1.159 0.354 0.572  N2 1.028
9 H -2.568 -0.464 -1.134  C5 1.078
10 H 4.011 0.770 0.444  O1 0.968
11 H 0.096 -0.561 -1.918  C4 1.086
12 H -1.768 1.104 -1.120  C5 1.094
13 H -2.913 0.725 0.113  C5 1.090
14 H -0.404 -1.886 1.600  C3 1.083
15 H -2.118 -1.833 0.950  C3 1.082
16 H 1.629 0.426 -1.537  C4 1.085

How positive or negative is each atom? The Löwdin charges in e answer that:
1 O -0.0439
2 N 0.0880
3 C 0.1303
4 C 0.1749
5 C -0.0424
6 C -0.2927
7 H 0.0529
8 H 0.1463
9 H 0.0920
10 H 0.0677
11 H 0.1405
12 H 0.0863
13 H 0.0964
14 H 0.0876
15 H 0.0955
16 H 0.1209

| no. | E_tot (eV) |
| --- | --- |
| 1 | -7839.844 |
| 2 | -7842.031 |
| 3 | -7845.314 |
| 4 | -7838.279 |
| 5 | -7839.189 |
| 6 | -7839.242 |
| 7 | -7839.803 |
| 8 | -7839.055 |